The following is a DFT calculation (ωB97M-V with the def2-TZVPD basis set) of 2 unconnected molecules or ions with the total composition C2HBr2F.

Output
Highest occupied orbital energy (alpha / beta) in Eh: -0.3215 / -0.3221
DFT total energy in hartree: -5324.46118
Kohn-Sham gap (alpha / beta) in eV: 7.5520 / 7.1155
Energy relative to the best compared isomer or geometry (same formula, charge and spin) in kcal per mole: 8.92

Last column: Löwdin charge in e.
Element x y z (Å)
C  0.40  -0.41  0.19  -0.5301
C  2.28  0.99  0.50  -0.5471
F  2.32  2.03  -0.38  -0.1436
Br  0.97  -2.07  -0.06  0.6982
Br  3.72  -0.15  0.06  0.5854
H  -0.51  -0.36  0.73  -0.0628



The following is a DFT calculation (ωB97M-V with the def2-TZVPD basis set) of a molecular structure, C3H6FN.

Output
Highest occupied orbital energy in Eh: -0.3379
DFT total energy in hartree: -272.39320
Kohn-Sham gap in eV: 10.1247
Energy relative to the best compared isomer or geometry (same formula, charge and spin) in kcal per mole: 61.46

Last column: Löwdin charge in e.
Element x y z (Å)
C  -0.49  -0.63  0.18  -0.3148
C  0.50  0.58  0.02  -0.0687
C  1.87  0.33  -0.09  -0.2118
H  -2.64  -0.72  0.20  0.1282
H  -1.83  1.03  -0.19  0.1589
H  -0.05  -1.55  -0.37  0.1281
H  -0.83  -1.00  1.06  0.0378
H  0.27  1.68  0.06  0.0966
H  2.42  1.26  -0.14  0.0943
N  -1.78  -0.22  -0.49  -0.1235
F  2.55  -0.76  -0.23  0.0748



The following is a DFT calculation (ωB97M-V with the def2-TZVPD basis set) of a molecular structure, C43H42N5P2SW.

Output
Net charge: +1
Highest occupied orbital energy in Eh: -0.3605
DFT total energy in hartree: -3085.37993
Kohn-Sham gap in eV: 6.6816
Energy relative to the best compared isomer or geometry (same formula, charge and spin) in kcal per mole: 0.89

Last column: Löwdin charge in e.
Element x y z (Å)
W  0.10  1.01  -0.24  1.1343
C  3.23  -0.83  -3.80  -0.0349
C  1.90  -0.24  -3.39  -0.2646
C  1.80  1.08  -3.00  -0.0697
C  0.56  1.62  -2.61  -0.2133
C  -0.61  0.85  -2.69  -0.1995
C  -0.49  -0.50  -3.07  -0.0899
C  0.73  -1.02  -3.40  -0.0270
H  3.61  -0.35  -4.71  0.0892
H  3.14  -1.89  -3.99  0.0785
H  3.97  -0.68  -3.02  0.0853
H  2.68  1.71  -2.97  0.1237
H  0.48  2.70  -2.46  0.1060
H  -1.59  1.32  -2.66  0.0831
H  -1.38  -1.12  -3.13  0.1136
H  0.80  -2.06  -3.70  0.1208
C  -6.71  3.11  3.69  -0.4104
S  -5.32  4.24  3.91  0.8096
C  -4.18  3.13  4.79  -0.4854
C  -3.39  2.20  3.87  -0.2544
C  -2.43  2.99  2.99  -0.2438
N  -1.72  2.15  2.02  -0.4150
P  -0.20  1.38  2.18  0.9046
C  0.82  2.37  3.28  -0.3493
C  1.76  3.25  2.75  -0.1191
C  2.56  4.00  3.60  -0.0604
C  2.43  3.88  4.97  -0.0517
C  1.49  3.00  5.51  -0.0523
C  0.69  2.24  4.67  -0.0827
C  -0.44  -0.19  3.03  -0.3625
C  0.68  -0.85  3.53  -0.0843
C  0.55  -2.13  4.05  -0.0573
C  -0.70  -2.75  4.08  -0.0642
C  -1.81  -2.09  3.58  -0.0693
C  -1.69  -0.81  3.05  -0.0998
P  -2.06  2.04  0.36  0.8680
C  -3.82  1.76  0.16  -0.3394
C  -4.27  0.45  0.01  -0.0883
C  -5.62  0.18  -0.06  -0.0610
C  -6.54  1.23  0.01  -0.0578
C  -6.09  2.54  0.15  -0.0678
C  -4.74  2.81  0.24  -0.0842
C  -1.66  3.64  -0.40  -0.3688
C  -2.13  3.96  -1.67  -0.1039
C  -1.60  5.04  -2.36  -0.0592
C  -0.59  5.80  -1.79  -0.0582
C  -0.12  5.50  -0.52  -0.0558
C  -0.65  4.42  0.18  -0.0952
H  -7.47  3.65  3.13  0.0323
H  -7.12  2.82  4.66  0.0394
H  -6.42  2.23  3.13  0.0199
H  -4.77  2.55  5.50  0.0810
H  -3.51  3.76  5.37  0.0785
H  -4.08  1.62  3.24  0.0993
H  -2.83  1.49  4.47  0.1081
H  -1.69  3.50  3.61  0.1189
H  -2.97  3.76  2.44  0.0890
H  1.90  3.31  1.68  0.0771
H  3.31  4.67  3.18  0.1141
H  3.06  4.45  5.63  0.1140
H  1.40  2.89  6.58  0.1133
H  -0.02  1.54  5.09  0.1113
H  1.65  -0.37  3.52  0.0864
H  1.42  -2.64  4.44  0.1154
H  -0.80  -3.74  4.49  0.1104
H  -2.78  -2.57  3.61  0.1099
H  -2.56  -0.30  2.65  0.0868
H  -3.55  -0.36  -0.05  0.0819
H  -5.97  -0.84  -0.18  0.1119
H  -7.60  1.02  -0.06  0.1146
H  -6.81  3.35  0.20  0.1159
H  -4.40  3.83  0.36  0.1117
H  -2.92  3.36  -2.12  0.1112
H  -1.98  5.29  -3.34  0.1154
H  -0.18  6.64  -2.33  0.1139
H  0.65  6.10  -0.06  0.1149
H  -0.31  4.21  1.18  0.0823
N  -0.08  -0.68  -0.02  -0.1470
C  -0.11  -2.05  0.09  -0.3429
C  -1.31  -2.75  -0.06  -0.0315
C  -1.32  -4.12  0.08  -0.0702
C  -0.14  -4.81  0.36  -0.0686
C  1.05  -4.11  0.50  -0.0656
C  1.08  -2.73  0.37  -0.0170
H  -2.21  -2.20  -0.27  0.0957
H  -2.24  -4.67  -0.04  0.1094
H  -0.15  -5.88  0.46  0.1094
H  1.97  -4.64  0.71  0.1119
H  1.99  -2.17  0.49  0.1174
N  2.13  1.47  -0.11  -0.0271
C  3.14  1.33  0.48  -0.3399
N  4.24  1.20  1.09  0.1040
C  4.16  0.88  2.39  -0.3676
N  4.11  0.61  3.51  0.1345



The following is a DFT calculation (ωB97M-V with the def2-TZVPD basis set) of 15 unconnected molecules or ions with the total composition C15H60N30O15.

Output
Multiplicity: 2
Net charge: +1
Highest occupied orbital energy (alpha / beta) in Eh: -0.3944 / -0.3944
Expectation value of S²: 0.757
DFT total energy in hartree: -3378.79755
Kohn-Sham gap (alpha / beta) in eV: 8.4405 / 3.4311
Energy relative to the best compared isomer or geometry (same formula, charge and spin) in kcal per mole: 126.95

Last column: Löwdin charge in e.
Element x y z (Å)
C  -3.11  1.07  5.38  -0.8079
O  -4.15  1.63  5.54  0.0670
N  -2.24  0.81  6.31  0.1770
N  -2.61  1.00  4.17  0.1477
H  -2.34  1.16  7.25  0.1217
H  -1.29  0.56  6.09  0.0906
H  -3.07  1.47  3.41  0.0932
H  -1.90  0.29  4.07  0.0491
C  -3.93  2.12  0.88  -0.8284
O  -4.51  1.10  1.17  0.0404
N  -3.98  3.27  1.46  0.1887
N  -3.11  2.14  -0.12  0.1685
H  -3.40  3.98  1.04  0.1169
H  -4.50  3.36  2.32  0.1322
H  -2.31  2.74  0.07  0.1033
H  -2.99  1.26  -0.61  0.1109
C  1.70  3.48  -1.14  -0.7027
O  1.71  2.26  -1.18  -0.0228
N  2.34  4.22  -2.04  0.1858
N  1.32  4.32  -0.19  0.1737
H  2.33  5.22  -1.89  0.1171
H  2.77  3.84  -2.87  0.0679
H  1.78  5.21  -0.05  0.1214
H  0.80  4.03  0.62  0.0869
C  -3.21  -2.63  3.48  -0.7916
O  -2.29  -2.22  4.12  0.0390
N  -4.27  -3.13  4.00  0.1976
N  -3.32  -2.47  2.20  0.1909
H  -4.89  -3.63  3.39  0.1252
H  -3.98  -3.48  4.90  0.1358
H  -2.57  -2.04  1.67  0.0354
H  -4.22  -2.41  1.75  0.1236
C  4.05  1.72  -3.81  -0.7993
O  4.05  2.93  -3.69  0.0277
N  4.29  0.99  -4.83  0.1883
N  3.43  1.01  -2.99  0.1859
H  4.62  1.45  -5.67  0.1287
H  4.33  0.00  -4.64  0.1056
H  2.87  1.53  -2.33  0.0645
H  3.46  0.00  -3.03  0.0785
C  -3.24  -1.18  -5.68  -0.8460
O  -4.25  -1.57  -5.14  0.0476
N  -2.10  -1.11  -5.11  0.1774
N  -3.21  -0.70  -6.84  0.1839
H  -1.32  -0.70  -5.61  0.0929
H  -1.93  -1.26  -4.13  0.1009
H  -2.39  -0.38  -7.33  0.1229
H  -4.09  -0.70  -7.34  0.1376
C  -0.62  2.54  -3.96  -0.7474
O  -0.49  1.79  -3.01  0.0019
N  -0.47  3.85  -3.92  0.1983
N  -1.02  1.97  -5.05  0.1724
H  -0.74  4.47  -4.67  0.1202
H  -0.13  4.26  -3.07  0.1015
H  -1.06  2.51  -5.90  0.1157
H  -0.94  0.96  -5.08  0.0734
C  -0.06  3.85  3.49  -0.7685
O  0.04  5.06  3.34  0.0185
N  -1.07  3.42  4.14  0.1744
N  0.80  2.83  3.31  0.1742
H  -1.02  2.56  4.67  0.0900
H  -1.53  4.28  4.41  0.1369
H  1.73  2.98  2.95  0.0682
H  0.47  1.93  3.61  0.0474
C  -0.29  -4.75  1.09  -0.6130
O  0.22  -5.54  1.90  0.1303
N  -0.12  -3.46  1.03  0.4337
N  -0.72  -5.05  -0.11  0.2680
H  -0.80  -2.75  0.79  0.1060
H  0.80  -3.18  1.35  0.0926
H  -0.86  -4.27  -0.74  0.0841
H  -0.71  -6.00  -0.47  0.1562
C  4.66  1.98  1.05  -0.8050
O  5.05  1.51  0.00  0.0565
N  3.42  2.05  1.28  0.1646
N  5.23  2.60  2.04  0.1758
H  3.03  2.82  1.80  0.0848
H  2.99  1.71  0.43  0.0821
H  6.21  2.81  2.03  0.1251
H  4.69  3.35  2.45  0.1146
C  3.32  -2.05  1.12  -0.8305
O  2.59  -2.86  1.67  0.0177
N  4.59  -1.90  1.37  0.1948
N  2.96  -1.22  0.31  0.2290
H  5.05  -2.62  1.91  0.1243
H  5.26  -1.39  0.81  0.1216
H  2.02  -1.21  -0.04  0.1049
H  3.64  -0.56  -0.05  0.1128
C  2.47  -2.43  -2.88  -0.8822
O  3.40  -2.14  -3.53  0.0848
N  1.31  -2.09  -3.15  0.1893
N  2.45  -3.48  -2.10  0.1836
H  1.21  -1.34  -3.81  0.1371
H  0.62  -2.81  -2.95  0.0676
H  3.33  -3.65  -1.62  0.1271
H  1.53  -3.80  -1.84  0.0916
C  0.78  -0.82  4.05  -0.7231
O  0.05  0.15  4.01  -0.0167
N  2.04  -0.67  4.37  0.2001
N  0.43  -2.08  3.89  0.2014
H  2.63  -1.49  4.36  0.1147
H  2.44  0.22  4.63  0.1252
H  -0.57  -2.02  3.88  0.0483
H  0.90  -2.79  4.43  0.1347
C  -0.77  -0.42  0.31  -0.8156
O  -1.73  -1.13  0.51  -0.0141
N  -0.36  0.44  1.15  0.2423
N  -0.18  -0.25  -0.81  0.2281
H  -1.11  0.43  1.83  0.1171
H  0.28  1.19  0.95  0.1125
H  0.57  0.32  -1.17  0.0890
H  -0.79  -0.70  -1.48  0.0969
C  -2.36  -3.39  -2.46  -0.8417
O  -1.20  -3.00  -2.48  -0.0266
N  -2.74  -4.45  -2.92  0.2351
N  -3.24  -2.76  -1.74  0.2130
H  -3.74  -4.63  -2.92  0.1514
H  -2.08  -5.13  -3.27  0.1516
H  -2.82  -1.95  -1.30  0.0881
H  -4.03  -3.18  -1.28  0.1302



The following is a DFT calculation (ωB97M-V with the def2-TZVPD basis set) of a molecular structure, C19H23Br12N5O10.

Output
Highest occupied orbital energy in Eh: -0.3659
DFT total energy in hartree: -32651.46998
Kohn-Sham gap in eV: 9.2664

Last column: Löwdin charge in e.
Element x y z (Å)
C  0.41  5.97  -5.31  -0.0117
N  0.42  5.10  -4.24  -0.4618
O  -0.53  5.04  -3.47  0.0848
O  1.50  4.47  -4.14  0.0427
H  1.32  6.57  -5.33  0.1193
H  -0.50  6.56  -5.29  0.1065
H  0.21  5.30  -6.14  0.1202
C  -6.30  1.77  8.26  0.0548
N  -7.24  1.62  9.43  -0.4659
O  -7.54  2.59  10.09  0.0597
O  -7.49  0.48  9.74  0.0565
H  -6.09  0.79  7.84  0.0963
H  -5.45  2.38  8.55  0.0999
H  -7.04  2.33  7.68  0.0987
C  -1.52  -3.36  -8.48  0.0441
N  -1.34  -2.63  -7.17  -0.4235
O  -1.67  -3.21  -6.12  0.0469
O  -1.02  -1.44  -7.34  0.0440
H  -1.08  -4.31  -8.17  0.0934
H  -0.91  -2.91  -9.26  0.0926
H  -2.59  -3.33  -8.69  0.1024
C  -7.10  1.70  -4.21  -0.0491
C  -8.48  1.92  -4.12  -0.0835
C  -9.04  1.86  -2.94  -0.0426
C  -8.27  1.90  -1.77  -0.1343
C  -6.89  1.72  -1.88  -0.0028
C  -6.26  1.66  -3.11  -0.0552
N  -8.90  1.72  -0.49  -0.3260
O  -8.35  1.88  0.57  0.0982
O  -10.16  1.51  -0.50  0.0157
H  -6.69  1.60  -5.21  0.1046
H  -9.16  1.85  -4.96  0.1191
H  -10.09  1.98  -2.71  0.1243
H  -6.28  1.55  -1.00  0.1193
H  -5.23  1.38  -3.00  0.1123
C  3.22  -0.93  0.17  -0.0865
C  1.90  -0.54  -0.09  -0.0539
C  1.00  -0.14  0.96  0.0172
C  1.51  -0.24  2.27  -0.0977
C  2.88  -0.67  2.48  -0.0093
C  3.68  -1.10  1.46  -0.0906
N  0.59  0.19  3.42  -0.3068
O  1.04  -0.02  4.56  0.0498
O  -0.60  0.47  3.16  0.0429
H  3.76  -1.01  -0.76  0.1057
H  1.62  -0.35  -1.12  0.0991
H  0.03  0.29  0.77  0.1090
H  3.34  -0.68  3.46  0.1107
H  4.75  -1.12  1.57  0.1112
C  8.67  3.41  9.16  -1.5185
Br  7.61  1.88  8.60  0.5487
Br  8.84  3.44  11.14  0.4833
Br  7.88  5.19  8.72  0.5101
H  9.69  3.26  8.81  -0.0236
C  5.77  -5.48  -6.56  -1.5722
Br  4.45  -6.77  -7.24  0.5292
Br  6.06  -6.01  -4.73  0.5486
Br  5.47  -3.54  -6.93  0.5346
H  6.76  -5.74  -6.95  -0.0403
C  1.64  -6.14  6.31  -1.4684
Br  1.07  -7.44  7.67  0.5284
Br  2.00  -6.89  4.47  0.4935
Br  3.32  -5.26  7.02  0.4760
H  0.74  -5.53  6.25  -0.0302
C  11.27  -1.17  -0.90  -1.4827
Br  10.35  -0.85  -2.67  0.4854
Br  13.24  -1.24  -1.22  0.4899
Br  10.74  -2.90  -0.16  0.5264
H  11.07  -0.36  -0.20  -0.0192